Entry 1:
Computed, not measured: 2 unconnected molecules or ions with the total composition C2H8NO2, with wB97M-V/def2-TZVPD.

```
13
Properties=species:S:1:pos:R:3:forces:R:3
C -0.57457 -1.26808 0.84280 -1.7 1.6 1.0
C -0.39621 0.37329 -0.83614 2.2 5.2 -6.4
N -1.07283 -0.03831 0.19562 -1.1 -5.0 4.6
O 0.21064 -0.42433 -1.67315 1.0 -1.0 -1.4
O 1.49928 1.52804 0.10199 0.6 1.4 1.0
H 0.03570 -1.98480 0.33035 -0.3 -0.1 -1.5
H 0.12663 -1.05434 1.61381 0.8 1.0 1.2
H -1.42548 -1.65666 1.36021 -0.5 -0.8 0.3
H -0.53204 1.41076 -1.21972 0.2 -1.2 0.6
H -1.70629 0.63666 0.57361 -0.9 -0.2 0.8
H 2.45424 1.45286 -0.13723 -1.0 0.7 0.6
H 0.09664 -1.38227 -1.70461 -0.5 0.0 0.2
H 1.28431 2.40720 0.55245 1.2 -1.7 -1.0
```
Positions in Å, forces in eV/Å.

As for the LUMO energy (spin up / spin down): -3.300 / -9.080 eV. As for the spin multiplicity: 3. The HOMO-LUMO gap (spin up / spin down) is 7.58 / 6.40 eV. For the HOMO energy (spin up / spin down), the calculation gives -10.88 / -15.48 eV. Its total charge is +1.

---

Entry 2:
Computed, not measured: C7H12Se in the gas phase, with wB97M-V/def2-TZVPD.

```
20
Properties=species:S:1:pos:R:3:forces:R:3
C -1.31484 1.33917 -1.08348 -0.7 -0.6 -1.9
C -1.35536 0.54192 -0.01092 0.4 -0.5 -0.9
C -0.10262 2.21928 -1.36685 -3.7 3.4 2.5
C -0.16651 0.53514 0.95152 -1.3 3.1 -1.5
C -0.00525 -1.96237 1.38202 -0.6 2.8 0.8
C 1.17971 -0.90916 -0.55548 1.4 -1.5 1.1
C 0.68947 -0.63046 0.86817 0.4 -2.9 -0.2
Se 0.85627 2.30562 0.31523 -0.5 -1.4 0.6
H -2.11994 1.29927 -1.92895 1.4 0.0 1.7
H -2.09195 -0.30080 0.00162 0.5 1.0 0.4
H 0.46122 2.03255 -2.19976 1.4 -1.1 -2.0
H -0.54849 3.30762 -1.54611 1.0 -2.0 0.3
H -0.50844 0.77726 1.93668 0.0 0.1 0.7
H 0.69432 -2.65470 1.65095 2.3 -1.7 0.8
H -0.54586 -2.43267 0.64497 -1.4 -0.8 -2.1
H -0.69811 -1.92930 2.22539 0.1 0.8 0.2
H 1.81806 -1.82729 -0.57539 -0.4 0.6 0.2
H 1.78741 -0.13991 -0.95468 0.6 1.0 -0.2
H 0.41545 -1.09685 -1.24828 -1.4 -0.2 -0.8
H 1.55546 -0.47433 1.49336 0.3 0.1 0.3
```
Positions in Å, forces in eV/Å.

As for the LUMO energy: 0.799 eV. As for the spin multiplicity: 1. The HOMO-LUMO gap is 9.04 eV. For the HOMO energy, the calculation gives -8.24 eV. The SMILES is CC(C)[C@@H]1C=CC[Se]1.

---

Entry 3:
Computed, not measured: 5 unconnected molecules or ions with the total composition C3H13NO2S, with wB97M-V/def2-TZVPD.

```
20
Properties=species:S:1:pos:R:3:forces:R:3
C -2.02387 -0.96978 -0.87680 0.9 -0.2 -0.7
C -2.93033 -0.18812 0.01642 0.4 0.0 1.2
C -2.62938 0.10981 1.28445 0.0 0.8 -0.4
S 3.36849 0.64208 0.34383 0.7 -0.7 5.2
N -1.79416 -0.30456 -2.15576 -0.5 0.6 -0.8
H -2.39034 -1.98556 -1.03058 -0.5 0.1 -0.3
H -1.05739 -1.15268 -0.40208 -0.1 0.2 0.5
H 1.82794 1.10097 2.25999 1.3 -0.4 -1.9
H -3.90256 0.17734 -0.28661 -0.1 -0.5 -0.6
H -1.62923 0.10556 1.71344 -0.5 -0.6 -0.1
H -3.39888 0.61096 1.85614 0.0 0.1 0.2
H 4.01620 -0.10478 1.52464 -1.2 1.5 -2.6
H -1.47735 -0.84953 -2.95661 -0.2 -0.2 0.7
H -1.14833 0.47065 -2.05312 -0.2 -0.2 0.2
H 0.82099 -1.00936 2.07506 -0.6 -0.1 0.1
H 1.20942 0.18837 1.31842 -1.0 -0.2 -0.3
O 0.39162 -0.22609 1.68843 1.8 0.2 0.7
H 1.57445 0.23580 -0.32583 -1.1 -0.4 -1.2
H 1.12514 0.73190 -1.69570 -0.2 -0.2 0.1
O 0.79325 0.21923 -0.94293 0.9 0.5 0.0
```
Positions in Å, forces in eV/Å.

As for the LUMO energy: -3.315 eV. As for the spin multiplicity: 1. The HOMO-LUMO gap is 5.08 eV. For the HOMO energy, the calculation gives -8.39 eV.

---

Entry 4:
Computed, not measured: a molecular structure, C11H9BO2Pd, with wB97M-V/def2-TZVPD.

```
24
Properties=species:S:1:pos:R:3:forces:R:3
Pd 0.13950 0.24790 0.08080 0.5 1.0 0.2
C 0.45030 -1.10400 -1.88840 1.4 0.3 0.0
C -0.90820 -0.72780 -1.80900 -0.8 0.9 0.6
C -0.96570 0.69680 -1.89790 -0.4 -0.2 -0.8
C 0.35630 1.18520 -2.07650 -0.5 -0.2 0.0
C 1.23060 0.08540 -2.05150 0.0 -1.0 -0.5
H 0.82660 -2.11380 -1.94300 0.0 0.0 0.1
H -1.75510 -1.39770 -1.79440 0.1 0.1 0.2
H -1.87120 1.28570 -1.94470 0.1 0.0 0.1
H 0.62870 2.21130 -2.28160 0.0 0.0 0.3
H 2.29390 0.10940 -2.24190 0.0 0.0 0.2
O 0.04680 -1.23250 2.89130 0.0 -0.5 -0.9
B -0.07780 -0.13720 2.03450 -0.4 -0.7 0.4
O -0.22260 1.02620 2.82490 -0.1 0.4 -1.1
C -0.15810 0.63350 4.11670 0.2 -0.9 1.0
C -0.20620 1.38320 5.27750 0.0 0.0 -0.5
C -0.07520 0.69770 6.47560 0.0 -0.1 0.2
C 0.10320 -0.67950 6.51150 0.0 0.1 0.2
C 0.15200 -1.43310 5.34970 0.0 -0.1 -0.4
C 0.01220 -0.75840 4.15520 -0.1 1.0 0.8
H -0.32490 2.45280 5.24550 0.0 0.2 0.0
H -0.10420 1.24910 7.40430 0.0 0.0 0.0
H 0.21320 -1.17410 7.46540 0.0 0.0 0.1
H 0.30580 -2.49840 5.36900 0.0 -0.2 0.0
```
Positions in Å, forces in eV/Å.

As for the LUMO energy (spin up / spin down): -1.736 / -1.683 eV. As for the spin multiplicity: 1. The HOMO-LUMO gap (spin up / spin down) is 6.28 / 6.23 eV. For the HOMO energy (spin up / spin down), the calculation gives -8.02 / -7.91 eV.

---

- What is the formula in the second record?
  C7H12Se